The following is a quantum chemistry calculation of C3HNO3 in the gas phase, from the OMol25 dataset.

## Properties
HOMO-LUMO gap ... 11.06 eV
Lowest unoccupied orbital energy ... -0.832 eV
Total charge ... 0
Multiplicity ... 1
SMILES ... N#CC(=O)OC=O
HOMO ... -11.89 eV
ΔE to the lowest compared entry with this formula, charge and spin ... 0.634 eV

The geometry in XYZ format:
```
8
Properties=species:S:1:pos:R:3:nbo_charge:R:1
N 1.8542 -1.6123 -0.4933 -0.19
C 1.4918 -0.5407 -0.3224 0.13
C 0.9326 0.7800 -0.0458 0.74
O 1.5259 1.7801 0.1649 -0.43
O -0.4626 0.7186 -0.0020 -0.55
C -1.4749 -0.1958 0.1989 0.67
O -1.5406 -1.2034 0.8320 -0.49
H -2.3265 0.2735 -0.3322 0.13
```

=====

The following is a quantum chemistry calculation of a molecular structure, C23H34Br2N6Nb, from the OMol25 dataset.

## Properties
HOMO-LUMO gap ... 7.11 eV
Lowest unoccupied orbital energy ... 2.125 eV
Total charge ... -1
Multiplicity ... 1
HOMO ... -4.99 eV

The geometry in XYZ format:
```
66
Properties=species:S:1:pos:R:3:nbo_charge:R:1
C 1.9403 1.8213 3.4743 -0.68
C 0.6865 0.9233 3.7502 -0.11
Br 1.1374 -0.9775 4.0857 0.03
C -0.6384 1.3102 3.7837 -0.53
Br -0.9579 3.2571 3.4000 -0.06
Nb -2.4967 0.0759 4.2373 1.77
N -3.7266 1.8575 4.3155 -1.22
H 2.3616 1.6201 2.4552 0.23
H 2.7285 1.4615 4.1953 0.22
H 1.7809 2.9028 3.6721 0.24
H -2.2334 0.3018 6.0538 -0.45
H -4.0555 -0.8503 4.5025 -0.35
H -2.8085 -0.0948 2.4261 -0.42
H -1.6813 -1.5257 4.2252 -0.36
H -4.6617 1.5714 4.6342 0.37
H -3.3742 2.4146 5.1077 0.37
N -3.0200 3.7985 0.7516 -0.51
C -4.2406 4.4106 0.7551 -0.07
C -4.6756 4.4975 -0.5454 -0.32
C -3.6780 3.9079 -1.3616 -0.33
C -2.6713 3.4843 -0.5289 -0.06
H -2.4568 3.6050 1.5728 0.43
H -4.6937 4.7321 1.6788 0.21
H -5.6069 4.9340 -0.8717 0.21
H -3.6952 3.8040 -2.4358 0.21
H -1.7376 2.9868 -0.7379 0.20
N 3.0307 -3.9155 0.9649 -0.50
C 3.1382 -3.5139 2.2681 -0.07
C 3.6411 -4.5650 2.9927 -0.30
C 3.8498 -5.6394 2.0902 -0.31
C 3.4663 -5.2078 0.8456 -0.09
H 2.6850 -3.3487 0.2117 0.41
H 2.8467 -2.5186 2.5657 0.23
H 3.8380 -4.5616 4.0531 0.22
H 4.2374 -6.6182 2.3260 0.21
H 3.4645 -5.7066 -0.1102 0.20
N 0.5472 -0.3818 -3.5700 -0.52
C 0.8005 -0.3575 -2.2232 -0.09
C -0.3006 0.1599 -1.5935 -0.32
C -1.2568 0.4559 -2.5928 -0.29
C -0.7116 0.1086 -3.8025 -0.08
H 1.1832 -0.7077 -4.2753 0.41
H 1.7415 -0.7083 -1.8302 0.21
H -0.4076 0.3089 -0.5291 0.25
H -2.2389 0.8761 -2.4411 0.24
H -1.1052 0.1694 -4.8042 0.21
N 2.3814 2.6648 -1.0684 -0.51
C 2.7475 3.4205 0.0096 -0.08
C 4.0498 3.8146 -0.1728 -0.31
C 4.4817 3.2805 -1.4133 -0.32
C 3.4284 2.5775 -1.9434 -0.08
H 1.4778 2.2374 -1.1976 0.43
H 2.0522 3.6100 0.8120 0.22
H 4.6266 4.4200 0.5086 0.22
H 5.4537 3.3974 -1.8666 0.21
H 3.3350 2.0235 -2.8636 0.20
N -1.8220 -5.2414 -4.1939 -0.51
C -1.3788 -4.3692 -3.2356 -0.08
C -0.9469 -3.2309 -3.8673 -0.30
C -1.1421 -3.4215 -5.2592 -0.31
C -1.6859 -4.6701 -5.4300 -0.09
H -2.1908 -6.1579 -4.0169 0.41
H -1.4079 -4.6335 -2.1909 0.22
H -0.5383 -2.3589 -3.3840 0.23
H -0.9110 -2.7220 -6.0480 0.21
H -1.9854 -5.1992 -6.3204 0.20
```

=====

The following is a quantum chemistry calculation of C2H3NO2S in the gas phase, from the OMol25 dataset.

## Properties
HOMO-LUMO gap ... 9.86 eV
Lowest unoccupied orbital energy ... -0.175 eV
Total charge ... 0
Multiplicity ... 1
SMILES ... O=C(S)/C=N/O
HOMO ... -10.03 eV
ΔE to the lowest compared entry with this formula, charge and spin ... 2.468 eV

The geometry in XYZ format:
```
9
Properties=species:S:1:pos:R:3:nbo_charge:R:1
O -2.0840 1.5299 -0.0371 -0.52
C -1.3750 0.5589 -0.0150 0.38
S -2.0952 -1.0870 -0.0255 -0.02
C 0.1480 0.6507 -0.0239 -0.07
N 0.8582 -0.4207 -0.0376 -0.09
O 2.2102 -0.1363 -0.0348 -0.53
H -0.8904 -1.7049 0.0573 0.16
H 0.5937 1.6278 0.1115 0.21
H 2.6346 -1.0183 0.0051 0.48
```

=====

The following is a quantum chemistry calculation of a molecular structure, C32H27CoN5O2, from the OMol25 dataset.

## Properties
HOMO-LUMO gap (alpha / beta) ... 6.73 / 2.75 eV
Lowest unoccupied orbital energy (alpha / beta) ... -9.243 / -13.253 eV
Total charge ... +3
Multiplicity ... 5
<S²> ... 6.030
HOMO (alpha / beta) ... -15.97 / -16.00 eV

The geometry in XYZ format:
```
67
Properties=species:S:1:pos:R:3:nbo_charge:R:1
Co 11.1583 11.5810 8.2353 1.40
C 15.4816 12.1091 7.5688 -0.08
O 14.7339 13.3311 7.1668 -0.41
C 13.4582 13.0526 7.5578 0.62
N 13.1066 11.8652 8.0398 -0.63
C 14.3946 11.0533 7.9511 -0.11
C 14.6474 10.2234 9.1781 -0.04
C 14.7744 10.8546 10.4322 0.05
C 15.0588 10.1148 11.5893 -0.19
C 15.3314 8.7397 11.4867 -0.13
C 15.1625 8.0777 10.2542 0.09
C 14.8461 8.8850 9.1005 -0.16
C 12.4310 14.1234 7.5776 0.11
C 12.5574 15.4520 7.1976 -0.16
C 11.3664 16.1776 7.2143 -0.11
C 10.1182 15.6232 7.4427 -0.16
C 10.1066 14.2539 7.6339 0.15
N 11.2582 13.5711 7.9292 -0.49
C 9.0438 13.2283 7.6955 0.60
N 9.2928 11.9790 7.9875 -0.63
C 8.0296 11.1720 8.0520 -0.10
C 7.0100 12.3379 7.5577 -0.10
O 7.7881 13.5505 7.3866 -0.42
C 7.9158 9.9109 7.2923 -0.03
C 7.1070 8.7828 7.6662 -0.22
C 6.8871 7.7485 6.6640 -0.19
C 7.3609 7.8902 5.3629 -0.19
C 8.1795 8.9986 5.0209 -0.18
C 8.4715 9.9234 6.0130 -0.26
H 16.0163 12.4374 8.4584 0.21
H 16.1169 11.8880 6.7227 0.26
H 14.2447 10.3494 7.1049 0.23
H 14.7532 11.9444 10.5366 0.24
H 15.2504 10.6388 12.5283 0.28
H 15.6152 8.1093 12.3296 0.28
H 15.3106 6.9981 10.2076 0.27
H 14.6642 8.3436 8.1405 0.26
H 13.5035 15.9643 6.9710 0.28
H 11.4212 17.2516 6.9697 0.27
H 9.2320 16.2337 7.3821 0.28
H 7.8391 10.9373 9.0982 0.21
H 6.2044 12.4662 8.3083 0.23
H 6.5537 12.0854 6.5829 0.23
H 6.6459 8.7154 8.6322 0.23
H 6.2562 6.9197 6.9144 0.24
H 7.0833 7.1167 4.5791 0.25
H 8.5265 9.2181 4.0046 0.24
H 9.1267 10.7660 5.6940 0.20
N 10.8254 11.5086 10.2855 -0.89
C 10.4821 10.1325 10.5251 0.06
C 9.6067 9.7204 11.5619 -0.16
C 9.0757 8.3889 11.5353 -0.19
C 9.5093 7.4573 10.5959 -0.14
C 10.3851 7.8777 9.5421 -0.11
C 10.7002 7.0278 8.4738 -0.07
C 11.3318 7.5250 7.3359 -0.27
C 11.4787 8.9147 7.2361 0.09
N 11.2180 9.7129 8.2867 -0.60
C 10.8050 9.2343 9.5078 0.20
H 10.0599 12.2054 10.4204 0.42
H 11.6672 11.7804 10.7973 0.40
H 9.3728 10.4085 12.3641 0.25
H 8.3054 8.0720 12.2138 0.26
H 9.1862 6.4146 10.7594 0.26
H 10.4048 5.9482 8.5394 0.26
H 11.7638 6.7961 6.6214 0.27
H 11.9473 9.4427 6.3868 0.22
```

=====

We obtain maximum force values of 0.0322 0.0617 0.0253 0.0935 hartree/bohr for the records listed above, in that order.